No. 1
The following is a quantum chemistry calculation of a 2-piece molecular cluster, C3H8O2 overall, from OMol25.

Geometry as XYZ:
```
13
Properties=species:S:1:pos:R:3:forces:R:3
C -1.3048 0.5740 0.0781 1.4 -0.3 -1.0
C -0.5339 -0.2712 -0.9735 -2.7 0.0 -1.5
C 0.8841 -0.0499 -1.2841 1.3 -0.9 1.7
O 1.7073 0.2799 -0.4478 -0.5 0.4 -0.6
H -0.5839 0.9143 0.8099 -0.3 0.0 0.5
H -2.1297 0.0069 0.4892 0.0 0.1 0.3
H -1.6706 1.4399 -0.4662 -0.2 0.2 0.3
H -0.7387 -1.3535 -0.9345 0.7 0.0 0.7
H -1.0987 -0.1482 -1.9214 0.4 0.4 0.0
H 1.2463 -0.4326 -2.2480 -0.1 0.3 -0.4
O 1.0484 -0.4261 2.4408 -0.1 -0.2 0.4
H 1.2599 0.0297 1.6298 0.0 0.3 -0.8
H 1.9143 -0.5634 2.8277 0.1 -0.1 0.3
```
Forces are in eV/Å.

Summary:
HOMO = -10.3 eV
Charge = 0
ΔE to the lowest compared entry with this formula, charge and spin = 23.2 kcal per mole

=====

No. 2
The following is a quantum chemistry calculation of the molecule C3H8O2, from OMol25.

Geometry as XYZ:
```
13
Properties=species:S:1:pos:R:3:forces:R:3
C 1.7428 0.6364 0.5022 0.3 0.1 0.0
O 0.3630 0.4057 0.6430 0.0 0.0 0.0
C -0.1087 -0.7016 -0.0978 -0.1 -0.2 -0.1
C -1.5996 -0.4759 -0.2928 0.0 -0.4 0.1
O -1.8233 0.7948 -0.8564 0.0 0.2 0.1
H 1.9627 1.5874 0.9935 0.0 -0.2 -0.1
H 2.3425 -0.1570 0.9718 -0.1 0.1 -0.1
H 2.0259 0.7064 -0.5590 0.0 0.0 0.2
H 0.3888 -0.7348 -1.0794 -0.1 0.0 0.1
H 0.0947 -1.6483 0.4278 0.0 0.1 -0.1
H -2.0041 -1.2207 -0.9853 0.1 0.1 0.1
H -2.1213 -0.5849 0.6711 0.1 0.1 -0.1
H -1.2633 1.3926 -0.3388 -0.1 0.0 -0.2
```
Forces are in eV/Å.

Summary:
HOMO = -10.2 eV
Charge = 0
ΔE to the lowest compared entry with this formula, charge and spin = 27.4 kcal per mole

=====

No. 3
The following is a quantum chemistry calculation of the molecule C3H8O2, from OMol25.

Geometry as XYZ:
```
13
Properties=species:S:1:pos:R:3:forces:R:3
C -2.0112 -0.5281 -0.0548 -0.4 -0.4 0.2
O -1.3909 0.6694 -0.4556 0.1 0.2 -0.1
C -0.1029 0.7800 0.0165 0.1 0.3 0.2
O 0.7077 -0.2010 -0.5714 -0.1 -0.1 0.0
C 2.0218 -0.1608 -0.0837 0.3 0.0 0.1
H -1.5619 -1.3996 -0.5373 0.0 0.1 -0.1
H -1.9340 -0.6726 1.0351 0.0 0.1 -0.1
H -3.0669 -0.4535 -0.3293 0.2 0.0 0.0
H -0.0756 0.6637 1.1180 0.0 0.0 -0.1
H 0.2638 1.7830 -0.2454 -0.1 -0.1 0.0
H 2.5753 -0.9223 -0.6251 0.1 0.0 0.0
H 2.0807 -0.3751 0.9974 -0.1 0.0 -0.2
H 2.4941 0.8168 -0.2645 -0.1 -0.1 0.0
```
Forces are in eV/Å.

Summary:
HOMO = -10.0 eV
Charge = 0
ΔE to the lowest compared entry with this formula, charge and spin = 33.9 kcal per mole

=====

No. 4
The following is a quantum chemistry calculation of a 2-piece molecular cluster, C3H8O2 overall, from OMol25.

Geometry as XYZ:
```
13
Properties=species:S:1:pos:R:3:forces:R:3
C -2.1953 -0.7714 -0.3188 0.0 2.8 0.4
C -0.4376 1.0590 -0.0138 0.3 0.8 0.0
C -0.9331 -0.3475 -0.2940 -0.3 0.8 0.6
O 2.3362 -0.4560 0.6997 3.2 -2.3 0.5
O 2.4856 0.7884 0.0061 0.6 1.7 -0.7
H 3.3292 -0.8649 0.6497 -3.4 1.0 0.2
H -3.0195 -0.0011 -0.0961 1.1 -1.6 -0.6
H -2.3342 -1.7733 -0.5932 -0.9 -1.2 0.0
H 0.4429 1.3035 -0.6653 -0.8 -0.3 0.9
H -0.1543 1.1993 1.0453 0.5 -0.5 -0.4
H -1.1403 1.9106 -0.0928 -0.4 -0.9 -0.6
H -0.1589 -1.1138 -0.3940 -0.1 0.1 -0.3
H 1.7795 -0.9327 0.0672 0.0 -0.5 0.0
```
Forces are in eV/Å.

Summary:
HOMO = -9.1 eV
Charge = 0
ΔE to the lowest compared entry with this formula, charge and spin = 153.9 kcal per mole

=====

No. 5
The following is a quantum chemistry calculation of a 2-piece molecular cluster, C3H8O2 overall, from OMol25.

Geometry as XYZ:
```
13
Properties=species:S:1:pos:R:3:forces:R:3
C 1.7718 -0.5150 1.5822 -0.6 0.2 0.1
O 1.9301 0.5168 0.9910 0.3 0.1 -0.1
H 1.9437 -0.5555 2.6711 0.2 -0.3 0.0
H 1.3460 -1.3928 1.0711 0.2 -0.2 0.0
C -0.5992 1.1138 -0.8934 -1.1 -0.7 1.5
C -1.1254 -0.1978 -0.2933 0.3 -1.0 -0.5
O -0.4241 -1.3523 -0.8088 0.0 0.1 0.8
H 0.1797 1.4304 -0.2119 0.5 0.3 -0.6
H -1.4207 1.8267 -0.8051 0.2 0.2 -0.5
H -0.2833 0.9413 -1.9148 0.1 0.4 -0.2
H -0.9503 -0.2458 0.7809 -0.1 0.2 0.1
H -2.1825 -0.4115 -0.4637 -0.1 0.5 -0.1
H -0.1859 -1.1583 -1.7053 0.2 0.0 -0.7
```
Forces are in eV/Å.

Summary:
HOMO = -10.1 eV
Charge = 0
ΔE to the lowest compared entry with this formula, charge and spin = 40.8 kcal per mole

=====

No. 6
The following is a quantum chemistry calculation of the molecule C3H8O2, from OMol25.

Geometry as XYZ:
```
13
Properties=species:S:1:pos:R:3:forces:R:3
O -2.5478 -0.2053 0.1123 1.5 0.3 -2.6
C -1.0680 -0.6426 0.1278 -2.8 -0.2 -2.0
C -0.2374 0.5101 -0.2812 2.8 1.5 -0.2
C 1.2414 0.3970 0.3519 -0.4 -0.7 -2.2
O 1.9765 -0.6781 -0.2712 0.9 -0.5 -0.1
H -2.7301 0.2094 -0.8374 0.8 -1.4 3.0
H -0.9305 -1.5092 -0.6322 -0.2 1.2 1.6
H -0.8273 -0.9278 1.1410 -0.4 -0.3 0.2
H -0.5542 1.5143 0.0806 -0.4 -0.9 0.3
H -0.2041 0.6784 -1.4049 0.3 -0.6 1.2
H 1.2469 0.1689 1.3915 -0.6 0.3 1.1
H 1.7344 1.3298 0.1406 0.3 0.5 0.1
H 2.9002 -0.8450 0.0812 -1.9 0.8 -0.3
```
Forces are in eV/Å.

Summary:
HOMO = -10.1 eV
Charge = 0
ΔE to the lowest compared entry with this formula, charge and spin = 41.5 kcal per mole